{"formula": "C20H28BCl2F3N2O7P", "method": "the ωB97M-V functional and the def2-TZVPD basis", "charge": 1, "total_energy_ha": -3000.57141, "homo_energy_ha": -0.42266, "elements": ["C", "C", "O", "P", "O", "C", "C", "C", "N", "Cl", "C", "C", "C", "C", "C", "C", "C", "C", "Cl", "N", "B", "O", "O", "C", "O", "C", "C", "H", "H", "H", "H", "H", "H", "H", "H", "H", "H", "H", "H", "H", "H", "H", "H", "H", "H", "H", "H", "H", "H", "H", "C", "C", "O", "C", "O", "C", "F", "F", "F", "H", "H", "H", "H", "H"], "coordinates": [[0.79738, 4.82109, -1.80413], [0.53042, 4.29022, -3.33527], [1.67826, 3.61986, -3.96835], [1.81197, 1.94745, -3.48051], [2.23150, 1.94167, -1.95673], [0.14382, 0.96124, -3.67844], [-0.72387, 1.10956, -2.29533], [-0.73941, -0.22061, -1.33681], [0.25721, -1.33762, -1.11932], [1.77022, -1.52844, -1.92880], [-0.12602, -2.37751, -0.08981], [0.84952, -3.63626, 0.29895], [0.67520, -5.19595, -0.17513], [1.83770, -6.28239, 0.31753], [3.13933, -5.91080, 1.24252], [3.29662, -4.35580, 1.74052], [2.16583, -3.26942, 1.26023], [-1.60245, -1.90675, 0.44505], [-2.64595, -2.78501, 1.69971], [-1.85381, -0.60946, -0.34309], [-3.13213, 0.23776, -0.13460], [-4.41772, -0.46516, 0.07415], [-3.13866, 1.71982, -0.15705], [-4.05827, 2.24209, -1.19469], [2.94169, 1.18252, -4.56268], [4.11895, 0.64741, -3.86139], [4.71209, -0.57048, -4.84244], [0.68672, 3.90524, -1.05571], [1.86304, 5.27639, -1.61953], [-0.07297, 5.57756, -1.50612], [0.31675, 5.26557, -3.98830], [-0.47902, 3.66825, -3.38186], [0.34624, -0.15054, -4.01520], [-0.39318, 1.48026, -4.60965], [-1.84863, 1.32561, -2.63055], [-0.38713, 2.09608, -1.72175], [-0.25804, -5.50339, -0.84502], [1.69628, -7.41555, -0.02334], [3.96749, -6.67108, 1.57602], [4.19473, -3.94932, 2.41291], [2.29535, -2.15427, 1.61960], [-4.73282, -0.77328, -0.83277], [-5.15024, 2.43886, -0.81750], [-4.04615, 1.43085, -2.06901], [-3.55541, 3.21079, -1.67676], [3.89158, 0.12908, -2.83398], [4.99114, 1.42334, -3.71348], [3.81035, -1.34905, -4.91851], [4.96081, -0.20003, -5.92600], [5.59083, -1.15451, -4.31712], [-2.92357, -0.04959, 3.92790], [-2.04574, 1.09787, 4.39120], [-2.15265, 1.26873, 5.81258], [-1.35355, 0.46055, 6.58008], [-0.58053, -0.37438, 6.11803], [-1.53164, 0.78097, 8.06371], [-2.83925, 0.95075, 8.41411], [-0.89120, 1.93131, 8.42029], [-1.04561, -0.19454, 8.88201], [-3.95722, 0.09954, 4.25645], [-2.90704, -0.13399, 2.83768], [-2.58774, -0.99974, 4.35512], [-2.38932, 2.03078, 3.93209], [-1.00206, 0.95587, 4.08829]], "atomic_forces_ev_per_a": [[-0.69, -1.00, 0.62], [-1.08, 2.25, 0.40], [-1.21, -3.36, 0.82], [2.42, 0.71, 3.15], [-1.47, -0.46, -4.91], [-0.04, 0.36, -1.21], [-0.87, 0.31, -0.39], [0.11, -3.77, 3.51], [-3.44, 1.18, 1.34], [-1.25, 0.39, 0.47], [-3.35, 1.38, 0.64], [2.63, -1.98, 1.23], [3.04, 1.68, 2.33], [0.30, 2.57, 0.88], [-3.00, 3.73, -0.97], [-3.51, -0.66, -2.65], [-0.10, -2.90, -0.81], [5.10, 0.20, -3.31], [1.99, 1.99, -2.69], [2.12, -0.75, -0.53], [-2.51, 1.65, 0.26], [2.80, 1.13, -2.40], [0.08, -3.57, -0.95], [0.16, -0.09, -1.63], [-1.71, 1.56, 2.97], [2.61, -1.97, -0.34], [-1.52, -0.30, 0.55], [0.41, 1.92, -1.53], [-2.22, -0.82, -0.68], [2.02, -1.47, -0.83], [0.64, -2.31, 1.21], [2.16, 1.01, 0.06], [-0.22, 2.36, 0.85], [0.79, -1.17, 2.22], [2.38, -0.81, 0.96], [-0.52, -2.55, -0.77], [2.39, 0.59, 1.66], [0.34, 2.85, 0.82], [-2.05, 1.45, -0.91], [-2.25, -1.18, -1.69], [-0.35, -2.50, -0.84], [0.40, 0.21, 1.78], [2.31, -0.42, -0.60], [-0.55, 1.84, 1.61], [-1.23, -2.04, 1.39], [0.10, 1.41, -1.94], [-2.15, -1.17, -0.28], [1.97, 1.59, -0.04], [-0.31, -0.68, 2.29], [-1.62, 1.50, -1.15], [-0.09, -0.23, 0.34], [-0.01, -0.06, -0.67], [0.96, -0.70, 1.33], [0.84, -0.90, -2.91], [-1.73, 1.86, 1.53], [-0.36, 0.37, 2.84], [1.06, -0.24, -0.78], [-0.38, -0.94, -0.83], [-0.34, 0.76, -1.36], [0.13, 0.09, -0.16], [-0.01, 0.08, 0.12], [0.07, 0.14, -0.14], [0.02, -0.05, 0.42], [-0.14, -0.07, 0.30]]}

{"formula": "C2H2IO2", "method": "the ωB97M-V functional and the def2-TZVPD basis", "charge": -1, "total_energy_ha": -525.58056, "homo_energy_ha": -0.09035, "relative_energy_kj_mol": 143.0, "elements": ["C", "C", "O", "O", "I", "H", "H"], "coordinates": [[-0.59521, 0.01567, -1.92853], [0.14590, -0.47228, 1.11067], [-0.66910, 1.12773, -1.71695], [-0.40276, -1.06797, -2.19993], [0.58730, 1.71058, 1.43951], [-0.33676, -0.51859, 2.16349], [1.27064, -0.79514, 1.13174]], "atomic_forces_ev_per_a": [[0.78, 0.42, 0.77], [0.67, 0.20, 0.86], [-0.82, 2.86, 0.29], [0.03, -3.37, -1.04], [0.15, 0.56, -0.07], [1.06, -0.76, -1.33], [-1.86, 0.09, 0.53]]}

{"formula": "C24H38IrN4O2", "method": "the ωB97M-V functional and the def2-TZVPD basis", "charge": 4, "s_squared": 0.771, "multiplicity": 2, "total_energy_ha": -1409.69851, "homo_energy_ha": [-0.76781, -0.76781], "relative_energy_kj_mol": 0.0, "elements": ["Ir", "C", "C", "N", "C", "C", "N", "C", "C", "N", "H", "H", "H", "H", "H", "H", "H", "H", "H", "H", "H", "H", "H", "H", "H", "O", "C", "C", "C", "C", "C", "C", "C", "C", "N", "H", "H", "H", "H", "H", "H", "H", "H", "H", "H", "H", "C", "C", "C", "C", "C", "C", "C", "O", "C", "C", "C", "H", "H", "H", "H", "H", "H", "H", "H", "H", "H", "H", "H"], "coordinates": [[-0.65168, 1.45177, -0.15025], [-1.76005, 3.38294, -2.05621], [-1.48667, 2.13207, -2.87391], [-1.43623, 0.93251, -1.96950], [-2.77272, 0.29744, -1.69160], [-3.58749, 1.15470, -0.74973], [-2.68530, 1.68839, 0.33492], [-2.97489, 3.13310, 0.70492], [-1.80659, 4.04421, 0.32009], [-1.00613, 3.35813, -0.73996], [-2.81398, 3.47787, -1.81693], [-1.48380, 4.28012, -2.61025], [-0.52998, 2.20057, -3.38298], [-2.24562, 1.99742, -3.64607], [-0.89170, 0.20689, -2.43212], [-2.55218, -0.66651, -1.23447], [-3.29663, 0.11899, -2.63182], [-4.39932, 0.57461, -0.31282], [-4.04828, 1.99046, -1.26793], [-2.86669, 1.14977, 1.17746], [-3.14653, 3.19084, 1.77717], [-3.90187, 3.43238, 0.22054], [-1.15067, 4.22720, 1.16682], [-2.15906, 5.00907, -0.04713], [-0.12532, 3.85513, -0.87372], [-0.34995, 1.90994, 1.95080], [0.75940, 2.72737, 2.49008], [1.96625, 1.86566, 2.78297], [2.17727, 0.80560, 1.69950], [2.44312, 1.37867, 0.33163], [3.74865, 1.74813, 0.02627], [4.08357, 2.23390, -1.22324], [3.08097, 2.30793, -2.18262], [1.80650, 1.94407, -1.82312], [1.45122, 1.51254, -0.58779], [-0.48906, 1.16936, 2.55756], [0.38313, 3.23374, 3.37697], [0.96211, 3.46713, 1.71636], [1.86843, 1.37561, 3.75349], [2.83579, 2.52198, 2.85909], [1.31504, 0.13930, 1.66520], [3.03159, 0.18973, 1.98107], [4.50673, 1.63754, 0.79148], [5.09973, 2.52885, -1.45228], [3.28096, 2.64374, -3.19099], [1.01818, 1.99079, -2.55488], [0.52632, -7.36748, 0.80469], [0.48374, -5.88454, 0.63932], [-0.62015, -5.12209, 0.98554], [-0.68163, -3.68911, 0.83552], [-1.93488, -3.04781, 1.29485], [0.42111, -2.99846, 0.27703], [0.46954, -1.55861, 0.06685], [-0.47160, -0.76230, 0.19960], [1.56859, -3.74929, -0.07342], [2.81398, -3.15797, -0.64021], [1.56745, -5.17867, 0.11978], [-0.35454, -7.74187, 1.32007], [1.41462, -7.66347, 1.36523], [0.58534, -7.84893, -0.17452], [-1.49287, -5.61127, 1.40448], [-2.42786, -3.65654, 2.05128], [-2.62499, -3.00101, 0.43961], [-1.78825, -2.03567, 1.65650], [1.44176, -1.16135, -0.24610], [2.61159, -2.55556, -1.52855], [3.52764, -3.92976, -0.91488], [3.30014, -2.51135, 0.09895], [2.46472, -5.71855, -0.16372]], "atomic_forces_ev_per_a": [[0.13, -0.97, 0.39], [0.09, -0.01, 0.01], [-0.06, 0.03, 0.07], [0.09, 0.17, -0.17], [0.08, -0.10, -0.03], [0.05, 0.04, -0.02], [0.00, -0.14, 0.16], [-0.03, -0.04, 0.01], [0.03, 0.00, 0.00], [0.04, 0.16, -0.14], [-0.01, 0.03, -0.04], [0.02, -0.01, -0.01], [-0.10, 0.01, -0.09], [-0.04, 0.01, 0.04], [0.09, 0.13, -0.11], [-0.02, -0.01, -0.02], [-0.03, 0.02, 0.01], [0.00, 0.00, 0.00], [-0.02, 0.00, 0.00], [-0.08, -0.06, -0.06], [0.00, 0.01, 0.00], [-0.01, 0.00, 0.01], [0.00, 0.00, -0.01], [0.00, 0.00, 0.01], [-0.05, 0.09, 0.07], [0.15, 0.26, -0.23], [0.01, 0.08, -0.01], [-0.01, 0.00, 0.02], [-0.02, 0.00, -0.03], [0.00, -0.04, -0.01], [0.01, -0.03, 0.00], [-0.01, 0.01, -0.01], [0.03, -0.01, 0.01], [-0.02, 0.01, 0.01], [-0.12, 0.07, -0.03], [-0.05, -0.01, -0.02], [0.00, 0.03, -0.02], [-0.02, -0.03, -0.02], [-0.04, -0.01, 0.00], [0.01, -0.02, 0.03], [0.06, 0.03, 0.05], [0.03, 0.03, 0.00], [0.01, 0.00, 0.00], [0.00, 0.00, 0.00], [0.00, 0.00, 0.00], [0.06, 0.02, 0.04], [-0.02, 0.03, 0.01], [0.02, -0.03, 0.00], [-0.03, 0.04, 0.01], [-0.01, -0.03, 0.01], [0.01, -0.01, -0.01], [-0.03, 0.07, 0.00], [0.15, -0.10, -0.09], [-0.36, 0.35, 0.26], [0.04, -0.02, -0.01], [-0.01, -0.01, 0.00], [0.02, 0.03, -0.01], [0.00, 0.00, 0.00], [0.01, 0.00, -0.01], [0.01, 0.00, 0.00], [0.00, 0.00, 0.00], [0.00, 0.00, 0.00], [-0.01, 0.00, 0.00], [0.00, 0.00, 0.00], [-0.05, -0.02, -0.01], [0.00, 0.00, 0.00], [0.00, 0.00, 0.00], [0.00, 0.00, 0.00], [0.00, 0.00, 0.00]]}